76
Properties=species:S:1:pos:R:3:forces:R:3 method="wB97M-V/def2-TZVPD" homo_lumo_gap_ha=0.4053 de_lowest_kcal_mol=0.00 homo_energy_ev=-10.48 total_energy_ev=-58947.9034 smiles="O=C1OCCO1.O=C1OCCO1.O=C1OCCO1.O=C1OCCO1.CC#N.CC#N.CC#N.CC#N.CC#N.CC#N"
O -18.16991 -9.73505 1.83089 1.52 -0.07 0.15
O -14.68413 -13.45091 6.50406 -2.61 -0.26 1.42
O -17.90225 -9.30055 6.75238 0.09 0.42 0.46
O -15.13685 -13.55178 4.36342 -1.42 -0.76 0.03
O -19.29779 -7.59204 6.64179 -0.79 2.13 0.03
O -11.67679 -11.63941 2.83885 0.71 0.96 0.86
O -11.17064 -11.08863 4.94194 0.19 0.46 0.91
O -16.29117 -10.95281 2.16095 -0.64 0.15 0.29
O -16.82427 -13.59981 5.88688 -2.77 -0.67 0.36
O -19.85789 -9.59225 5.76860 -0.56 0.86 0.43
O -16.42362 -8.94022 3.06401 0.42 2.01 1.25
O -10.62402 -9.67103 3.28748 -0.29 -0.78 1.58
N -14.22177 -9.68014 7.26979 -0.26 -0.16 -0.42
N -16.65634 -4.99603 2.06951 -1.22 -0.60 0.70
N -12.49534 -6.57993 4.44924 0.91 -0.46 1.84
N -19.77024 -13.11043 3.60875 -0.41 -2.09 0.86
N -14.78400 -9.55575 -0.34888 -1.74 0.20 -0.31
N -13.63465 -5.53939 -1.40243 -1.17 -0.08 0.22
C -11.20348 -10.86458 3.64775 -0.04 -0.05 -2.34
C -17.96264 -10.71451 6.56876 -1.27 1.02 0.84
C -18.21415 -6.00841 3.88039 -1.61 1.00 -0.35
C -12.19908 -9.85753 0.12048 -0.41 0.48 -0.58
C -12.99561 -6.23148 3.49333 -0.84 -0.42 -2.20
C -18.28031 -10.85689 0.92487 1.35 -0.62 0.11
C -19.18002 -10.81235 5.67756 0.95 -0.35 0.20
C -14.78846 -5.62772 -1.43109 -0.66 -0.29 -0.74
C -10.75868 -9.87726 5.63814 0.27 -0.18 -0.08
C -16.91778 -9.77451 2.41253 -0.93 -2.15 -1.49
C -13.66666 -5.86526 2.22990 1.64 0.71 0.99
C -19.07035 -8.71248 6.39710 1.15 -1.71 0.19
C -13.50156 -13.18646 5.89544 3.45 0.27 -0.17
C -16.31797 -5.75280 -1.60490 2.81 -0.98 -0.55
C -19.83036 -14.08268 4.25090 0.95 2.03 -0.49
C -14.86035 -8.85041 6.79066 0.71 -0.36 1.12
C -10.13872 -9.02695 4.53043 0.61 -1.19 -0.90
C -13.68381 -9.72913 -0.13006 3.04 -0.66 0.81
C -17.19816 -11.85286 1.53793 -1.03 0.02 -0.75
C -17.39889 -5.45536 2.83396 1.85 1.06 -0.93
C -15.51580 -7.66104 6.33164 1.32 0.20 -2.55
C -13.72816 -13.37188 4.41481 0.82 0.19 -1.52
C -15.69386 -13.59990 5.61965 4.07 1.44 -1.37
C -19.74158 -15.17976 5.22915 -1.04 0.91 -0.57
H -10.50626 -8.02502 4.50199 -0.05 0.63 0.17
H -13.46394 -12.50490 3.75975 -0.36 -0.58 0.91
H -19.79222 -11.60266 5.96699 -1.29 -1.21 0.39
H -16.68766 -5.80437 -0.60699 -0.74 -0.10 0.56
H -11.65190 -9.39857 6.02833 -0.03 -0.13 0.31
H -16.62296 -4.87308 -2.12633 -0.44 0.59 -0.19
H -17.64410 -12.59429 2.21719 -0.01 0.78 0.43
H -18.89003 -10.94995 4.68794 0.37 -0.34 -1.84
H -11.87164 -10.60873 0.88358 -0.81 0.80 -0.48
H -16.16289 -7.21011 7.03334 -0.77 0.29 0.60
H -17.05991 -10.97600 6.10541 1.12 -0.81 -0.49
H -14.37396 -6.63420 1.94522 -0.40 0.26 0.10
H -13.14455 -14.21905 3.95782 -0.95 0.38 0.57
H -17.72269 -6.05533 4.81026 1.09 -0.36 0.96
H -13.06659 -12.20431 6.11570 -0.77 0.09 0.16
H -16.54316 -6.65791 -2.23103 0.25 0.82 0.84
H -18.52073 -6.98812 3.55210 -0.51 -0.30 0.21
H -10.03457 -10.16903 6.42333 -0.61 0.24 -0.41
H -17.99899 -10.53717 -0.13595 -0.66 -0.41 1.47
H -15.94328 -7.88219 5.34832 -0.76 -0.09 0.37
H -20.70690 -15.65855 5.21796 -0.06 -0.90 -0.23
H -9.03132 -9.09363 4.53535 -0.67 0.19 -0.13
H -11.88055 -8.81410 0.38773 0.03 -1.12 -0.15
H -19.28620 -11.22906 1.09818 0.00 -0.12 -0.65
H -18.88011 -15.78799 5.05669 0.24 -0.58 -0.26
H -11.73446 -10.15009 -0.84962 -0.28 0.37 0.66
H -16.64729 -12.49235 0.85535 0.09 0.51 -0.60
H -14.71332 -6.98908 5.98401 -0.07 0.12 0.70
H -19.68726 -14.77927 6.21877 0.38 0.58 0.58
H -19.04631 -5.29780 4.11993 0.27 -0.88 -0.63
H -18.11862 -11.19924 7.54044 0.31 0.06 -0.22
H -12.87658 -5.78450 1.44456 -0.78 0.23 0.52
H -14.05837 -4.88327 2.56116 -0.46 -0.47 -1.29
H -12.77908 -13.88315 6.32278 0.18 -0.18 -0.31